The following is a DFT calculation (wB97M-V/def2-TZVPD) of a structure of composition C27H36BCaN8O10P2.

```
85
Properties=species:S:1:pos:R:3:forces:R:3
H 2.1642 4.9500 -0.7957 0.139 -0.056 -0.474
O -2.0441 -3.7619 -1.9464 -0.492 0.563 -0.561
C 1.6734 4.1636 -1.3547 -0.207 -0.572 1.010
O -3.3763 -3.0223 -4.6478 0.550 0.035 0.222
C 0.3050 -0.8104 3.8287 -0.382 0.695 -0.088
H -4.5519 1.1429 0.2340 -0.428 0.441 -0.232
C -3.3761 -0.6878 -4.3078 -0.322 -0.254 0.121
C 0.9589 6.2394 2.5262 -0.325 -0.667 -0.736
C 0.7725 2.6720 -2.7174 -0.152 -0.355 0.352
O -0.5339 -3.5604 -4.3765 0.181 -0.118 0.391
P -0.8981 -2.0283 -4.2430 -0.486 0.166 -1.187
H 2.7693 -1.3202 -0.8994 0.196 -0.006 0.137
O 0.5265 -2.1635 -0.3413 -0.052 -0.853 -0.173
H -2.8996 -3.8494 -4.4957 -0.053 -0.065 -0.127
H -4.5790 -3.3799 -2.4115 -0.308 -0.010 -0.035
C 1.3901 5.3211 3.4994 0.243 0.874 0.521
C 0.7691 -3.6165 2.8312 -0.126 -1.160 1.330
H 0.7115 -3.3263 3.8761 0.212 -0.325 0.046
C 0.9337 -5.4524 1.1398 0.134 0.211 1.022
H 0.2775 -6.9250 -0.9509 0.014 0.097 -0.031
H -4.1368 0.2912 1.7072 0.244 0.099 -0.639
C 1.1383 -7.2733 -0.3804 0.578 0.805 0.274
C 1.8332 5.6332 4.8765 0.497 0.331 0.220
C 1.5666 3.8145 -2.6775 0.651 0.779 -0.847
N 1.1381 4.1768 1.7317 -0.192 0.549 -0.643
C -2.6722 -1.9925 -3.9085 -0.019 -0.085 -1.085
N 0.4106 2.3359 -1.4837 0.021 -0.152 -0.205
Ca -0.4689 -0.0596 -0.7262 0.645 0.387 -0.495
H 0.7554 7.2875 2.6168 0.100 0.185 0.103
H -0.5588 1.6297 -4.1519 0.329 0.196 0.331
C 2.3695 1.4232 2.4172 -0.731 0.092 -0.348
N 0.9767 3.2426 -0.6400 -0.559 -0.439 -0.075
H 1.9318 6.7182 5.0009 0.052 -0.263 0.050
C -2.8112 2.8569 1.8908 -0.093 0.150 0.393
O -0.1594 -1.2389 -3.2516 0.581 0.516 0.326
H 1.1294 5.2747 5.6124 -0.184 -0.161 0.320
C 0.5837 -3.0239 0.5451 0.695 -0.769 -0.967
H -3.6996 3.2062 2.3741 -0.224 0.074 0.171
N -1.4422 1.6432 0.6573 0.553 -0.386 -0.559
C 0.8428 -4.4815 0.1735 -0.333 1.437 0.585
H -1.1776 4.2646 2.4744 0.038 0.520 0.258
C 2.9730 0.2128 2.2294 0.369 -0.735 -0.965
H -3.1022 0.1080 -3.6207 0.105 0.225 -0.098
H -0.6849 -3.9385 -3.4848 -0.153 -0.214 0.088
O -2.2395 -1.2761 -1.3334 -0.560 0.302 0.345
N 1.8482 0.7477 0.3486 0.436 0.110 0.243
N -0.7408 2.6555 1.1874 0.650 0.665 -0.150
H 3.5812 -0.3948 2.8813 0.084 0.339 0.175
H 4.3290 -0.7912 -0.1840 -0.189 -0.240 -0.204
H 1.2774 -0.9776 4.2608 0.396 -0.380 -0.063
H 1.0465 -5.6772 3.3548 -0.003 -0.105 -0.391
H 2.0423 4.2814 -3.5375 -0.194 0.009 0.363
H 1.1284 -8.3551 -0.3540 0.146 -0.068 0.141
H -3.3765 -0.1100 0.1307 0.210 -0.061 0.138
C 0.9319 -4.9903 2.5198 -0.081 0.336 -0.663
C 0.1341 -1.2526 2.3890 0.080 -0.239 -0.158
C -3.7232 0.7048 0.7586 -0.171 -0.516 0.913
C 0.5071 1.7871 -3.9039 -0.447 0.213 0.316
P -2.7276 -2.4295 -2.1483 -0.100 -0.454 0.321
C 0.5422 -2.6369 1.9392 -0.392 0.598 -0.282
O -0.7263 -1.6185 -5.7738 0.316 0.043 -0.028
C 0.7831 5.4569 1.4022 0.534 -0.360 0.760
O -4.3364 -2.5007 -2.0996 0.040 -0.387 1.068
C 2.6731 -0.1371 0.8878 -0.069 0.025 0.254
N 1.4869 4.1021 3.0430 -0.130 -0.327 -0.806
C -1.5628 3.4327 1.9393 -0.011 -1.135 -0.484
H 0.9771 2.2362 -4.7671 0.177 -0.021 -0.302
N 1.6845 1.7355 1.2786 0.191 -0.422 0.211
B 0.8183 2.9473 0.8901 -1.085 0.149 0.124
H 2.0862 -6.8790 -0.8035 -0.585 -0.412 -0.086
H 2.3383 2.0566 3.2809 -0.041 0.206 -0.037
H 0.1479 0.2822 3.8373 -0.093 -0.523 -0.039
H 3.4640 -2.1481 0.5378 -0.204 0.329 -0.129
H 0.9507 -4.6152 -0.8904 -0.158 -0.267 -0.066
C -2.6742 1.7042 1.0996 -0.497 0.813 -0.001
H -3.1858 -0.4063 -5.3655 0.045 -0.235 0.684
O 1.0692 -6.8062 0.9826 -0.242 0.917 -0.282
H 0.4665 5.7087 0.4115 -0.193 0.025 -0.173
H 2.8091 5.1574 5.0487 -0.287 0.203 0.139
C 3.3229 -1.1773 0.0322 0.256 -0.147 0.218
O -0.4221 -0.4970 1.6153 0.208 -0.681 0.544
H -4.4655 -0.8608 -4.1937 0.629 0.080 -0.058
H -0.4443 -1.2727 4.4746 -0.070 -0.080 -0.087
H 0.9407 0.8133 -3.6980 0.058 -0.135 -0.237
H -0.4894 -0.6955 -5.9083 0.043 0.052 0.069
```
Positions in Å, forces in eV/Å.

- E_HOMO (spin up / spin down): -8.41 / -8.41 eV
- LUMO level (spin up / spin down): -0.04 / -2.87 eV
- Multiplicity: 2
- Gap between HOMO and LUMO (spin up / spin down): 0.30773 / 0.20350 Eh

---

The following is a DFT calculation (wB97M-V/def2-TZVPD) of an isolated molecule of C6H6N2O.

```
15
Properties=species:S:1:pos:R:3:forces:R:3
H -0.5559 0.3226 1.0306 -0.668 0.733 0.972
H 1.5650 1.6379 0.4246 -0.826 -0.124 -1.425
O -1.4531 -2.2786 -2.3884 -0.509 -0.069 -0.965
C -0.1822 -0.4649 -3.5129 0.513 0.294 -3.127
N 0.2705 0.0748 -4.4640 -0.875 -0.929 2.341
H 0.2359 1.8675 -0.8989 -0.218 -0.215 1.116
N -1.2597 -1.9840 -0.1424 0.201 -0.010 -0.542
H 1.4748 0.8010 -1.2597 -0.211 0.048 1.608
C 0.8829 1.1574 -0.3475 1.221 -0.334 -0.816
C -1.7621 -2.7062 -1.1671 1.105 1.745 1.523
H -2.4399 -3.5076 -0.9608 -0.085 -0.309 -0.754
C -0.5168 -0.9693 -0.4375 -0.817 -2.305 -4.811
H 1.0261 -0.3833 1.1368 -1.038 -0.613 -1.175
C -0.7493 -1.1750 -2.4870 1.127 0.805 6.499
C 0.2286 -0.0345 0.4104 1.079 1.282 -0.445
```
Positions in Å, forces in eV/Å.

- E_HOMO (spin up / spin down): -8.36 / -8.19 eV
- LUMO level (spin up / spin down): -0.62 / -0.57 eV
- Multiplicity: 1
- Gap between HOMO and LUMO (spin up / spin down): 0.28443 / 0.27990 Eh

---

The following is a DFT calculation (wB97M-V/def2-TZVPD) of a structure of composition C4H6N4.

```
14
Properties=species:S:1:pos:R:3:forces:R:3
H 3.3516 -1.1968 -0.6920 -0.754 2.308 1.242
N 3.0803 -0.2924 -0.1302 -4.089 -1.194 -1.883
C 1.7633 -0.0805 -0.3142 5.335 -4.185 -1.186
N -0.6070 -1.0492 0.3728 8.287 2.433 1.727
H -2.2959 -1.8344 0.1800 -4.715 -7.448 0.604
C -1.3097 1.0769 -0.2513 1.674 2.461 1.768
H 0.8881 -0.9567 -0.9418 3.622 3.040 1.542
C -2.3049 0.2255 -0.2807 -2.894 -2.837 -0.672
N -0.1890 0.3384 0.1464 -4.500 1.783 0.745
H -1.4804 2.2243 -0.1420 1.219 -2.266 -0.815
H -3.3218 0.2912 -0.6386 0.051 0.630 0.239
N 1.0706 0.9467 0.3554 -1.551 -2.778 2.389
H 1.1816 0.9443 1.4750 0.496 -0.022 -3.287
C -1.7832 -1.0680 0.1043 -2.183 8.075 -2.412
```
Positions in Å, forces in eV/Å.

- E_HOMO: -9.03 eV
- LUMO level: 0.88 eV
- Multiplicity: 1
- Gap between HOMO and LUMO: 0.36431 Eh

---

The following is a DFT calculation (wB97M-V/def2-TZVPD) of a cluster of 2 separate species, C11H24BrN in total.

```
37
Properties=species:S:1:pos:R:3:forces:R:3
C 0.7377 -0.4505 -0.4105 0.466 0.918 0.322
H 2.1864 2.7518 2.0079 0.158 -0.136 0.098
H -0.4180 -4.8595 -0.9268 -0.026 -0.005 -0.546
C -1.2050 1.0348 0.3546 0.404 -2.371 0.508
H -3.7575 -0.3008 -0.8313 0.084 -0.046 0.408
C -1.9895 0.9308 -0.9254 0.257 2.027 -0.993
H 0.6918 2.1114 -1.5706 -0.322 -0.508 0.074
H 2.9454 1.6295 -0.6340 -0.045 0.168 -0.152
C -3.5041 0.7634 -0.7860 0.336 -1.418 -0.678
C 0.8251 2.0838 -0.4877 0.178 0.331 -0.869
H -1.5162 -3.7347 -0.2532 0.471 0.152 0.593
H 0.4761 -0.3904 -1.4664 0.365 -0.028 -0.069
H 0.2839 2.9345 -0.0682 -0.255 -0.152 -0.035
C 0.5679 -3.0073 -0.4759 -0.219 2.069 0.546
H -1.8284 1.8926 -1.4358 -0.142 0.105 0.098
N 0.2929 0.8676 0.2026 -0.546 1.113 1.077
H -1.1598 -3.4871 -1.8425 0.789 0.024 -0.429
H -0.9336 -1.6314 0.1827 -0.004 0.150 -0.269
Br 3.0580 -1.7674 2.9435 -0.367 0.325 -0.389
H -1.4313 0.1622 0.9739 -0.437 0.376 0.306
H 0.3338 -1.6283 1.3163 0.589 -0.466 -0.113
H -1.3675 1.9440 0.9247 -0.129 0.056 -0.143
H 0.3248 1.6863 2.2288 -0.682 -0.442 -0.230
H -3.9475 1.1195 -1.7151 -0.304 0.526 0.360
H 1.1888 0.1255 2.1111 -0.159 -0.695 -0.081
H 1.8090 -0.3960 -0.2002 0.129 -0.422 -0.609
C 0.9351 1.0416 1.6007 0.862 1.142 -0.322
C 2.2644 2.2759 -0.0786 -0.683 -0.234 -1.116
C 0.1617 -1.6714 0.2373 -1.576 -0.246 0.418
H 1.1453 -2.6381 -1.3258 0.290 -0.721 -0.162
H -1.5599 0.2755 -1.6851 -0.113 -0.643 0.512
H 2.4458 3.3189 -0.3399 0.625 -0.039 0.423
H 1.2182 -3.5067 0.2370 0.044 -0.437 -0.317
C -0.6507 -3.7942 -0.9261 -0.751 -0.729 0.598
C 2.2170 1.8740 1.3620 0.821 -0.161 0.865
H -3.9499 1.1536 0.1239 0.047 0.419 -0.146
H 3.1098 1.2865 1.5782 -0.152 -0.002 0.464
```
Positions in Å, forces in eV/Å.

- E_HOMO: -6.76 eV
- LUMO level: -0.02 eV
- Multiplicity: 1
- Gap between HOMO and LUMO: 0.24762 Eh

---

no.,E (eV),F_max (Eh/bohr)
1,-98683.2289,0.0344
2,-11341.5653,0.1292
3,-10199.7054,0.1718
4,-83327.6563,0.0478